No. 1
DFT (ωB97M-V with the def2-TZVPD basis set) results for C4H43NNbO15 as an isolated structure.

Output
M: 438.29 g mol⁻¹
electronic energy: -1418.2564 hartree
LUMO level: 0.0748 Eh
energy relative to the best compared isomer or geometry (same formula, charge and spin): 0.0 kcal/mol

```
! RIJCOSX wB97M-V def2-TZVPD def2/J DEFGRID3
* xyz -1 1
C 2.6695 -0.1704 1.3672
Nb 2.0861 1.7945 0.3940
C 0.5586 0.5929 -0.8294
C -0.7453 0.2423 -0.2171
C -1.5135 1.2654 0.5709
N -1.2376 -0.9382 -0.3560
H 3.2576 -0.0376 2.2711
H 1.7281 -0.6673 1.5956
H 3.2333 -0.7757 0.6619
H 3.4286 1.6317 -0.8447
H 1.6145 3.4146 -0.3812
H 0.9380 2.2368 1.7645
H 3.3370 2.7043 1.3623
H 1.0639 -0.3601 -0.9943
H 0.3822 1.0175 -1.8204
H -1.3747 2.2750 0.2040
H -1.1050 1.2373 1.5783
H -2.5646 1.0014 0.6264
H -2.1203 -0.9821 0.1493
O -2.9969 -1.3450 2.4492
H -2.5546 -2.1998 2.4009
H -2.8727 -1.0720 3.3674
O 0.1512 -2.1975 2.8762
H -0.3079 -1.5454 2.3302
H 0.3432 -2.9054 2.2537
O -2.6459 1.1953 3.9030
H -3.4225 1.1062 3.3365
H -1.9699 1.5413 3.3060
O -5.2561 -1.0278 0.2012
H -5.9380 -1.6684 -0.0166
H -4.7046 -1.4649 0.8620
O 3.2492 -0.6478 -2.3334
H 2.6655 -1.0697 -2.9739
H 4.1222 -1.0040 -2.5207
O -1.5948 -3.7036 -2.5418
H -1.8191 -4.3382 -1.8557
H -1.7623 -2.8489 -2.1165
O 5.1852 -2.3469 1.6062
H 5.3728 -2.0637 2.5049
H 4.4438 -2.9523 1.6953
O -4.7293 3.2221 3.9394
H -5.5513 3.0238 4.3949
H -4.0325 2.8083 4.4686
O 3.7419 4.9981 2.4278
H 4.2600 5.8091 2.4477
H 3.2425 5.0006 3.2495
O -3.5684 3.8190 1.3710
H -3.0492 4.6248 1.3015
H -4.0697 3.9113 2.1932
O 0.9383 4.7858 -2.6858
H 1.2005 4.9999 -1.7836
H 0.2701 4.1014 -2.5598
O 2.4102 -2.8199 -4.4616
H 1.8104 -3.2249 -5.0958
H 3.2746 -3.1896 -4.6693
O -1.3723 -6.7822 -3.8184
H -1.5977 -7.4341 -3.1496
H -1.5299 -5.9299 -3.3949
O -0.7274 2.8663 -4.0182
H -1.4619 2.2939 -4.2554
H -0.2879 3.0716 -4.8480
O 3.3133 -4.2463 -1.9338
H 2.7623 -3.6330 -2.4388
H 3.4293 -5.0003 -2.5174
*
```

***

No. 2
DFT (ωB97M-V with the def2-TZVPD basis set) results for C7H13Br5NO as an isolated structure.

Output
M: 526.71 g mol⁻¹
electronic energy: -13274.3141 hartree
LUMO level: -0.1347 Eh

```
! RIJCOSX wB97M-V def2-TZVPD def2/J DEFGRID3
* xyz 1 1
Br -3.5495 3.1491 -0.5939
C -2.2064 2.2606 -1.6655
C -1.8832 0.8863 -1.1053
C -0.9381 0.1320 -2.0373
C -0.3222 -1.1286 -1.4455
C -1.2874 -2.0981 -0.7264
N -0.5600 -2.4567 0.5424
C 0.7800 -1.7072 0.4985
Br 1.1771 -1.0194 2.2370
O 0.5896 -0.7182 -0.4083
H -2.6042 2.2017 -2.6759
H -1.3324 2.9070 -1.6661
H -1.4228 1.0109 -0.1204
H -2.8224 0.3472 -0.9620
H -0.0896 0.7706 -2.2964
H -1.4292 -0.1206 -2.9801
H 0.2340 -1.6758 -2.2107
H -1.4743 -3.0050 -1.2952
H -2.2327 -1.6365 -0.4644
H -0.4007 -3.4605 0.6292
H -1.0709 -2.1509 1.3728
H 1.5660 -2.4232 0.2511
C 4.1717 1.9022 3.4030
Br 4.3854 1.9770 5.3087
Br 3.5177 3.5639 2.6919
Br 5.7837 1.3377 2.5235
H 3.4207 1.1544 3.1953
*
```

***

No. 3
DFT (ωB97M-V with the def2-TZVPD basis set) results for C19H39N6OsSSi as an isolated structure.

Output
M: 601.95 g mol⁻¹
⟨S²⟩: 6.0353
electronic energy: -1853.2496 hartree
LUMO level (spin up / spin down): -0.3346 / -0.3681 Eh
energy relative to the best compared isomer or geometry (same formula, charge and spin): 40.5 kcal/mol

```
! RIJCOSX wB97M-V def2-TZVPD def2/J DEFGRID3
* xyz 3 5
Os 0.8613 0.3598 0.1682
C 2.2759 2.3971 -1.9894
C 3.0709 1.1081 -2.1616
N 2.9850 0.2539 -0.9556
C 3.4647 -1.1283 -1.1665
C 2.2982 -2.1038 -1.0929
N 1.5343 -1.9117 0.1603
C 2.2292 -2.4932 1.3377
C 1.7790 -1.9026 2.6693
C 2.4669 -0.5833 3.0076
N 1.7934 0.5744 2.3821
C 2.5920 1.8094 2.4385
C 1.8362 2.9365 1.7548
N 1.4875 2.5886 0.3585
C 2.4887 3.0686 -0.6349
H 1.2096 2.1799 -2.1062
H 2.5621 3.0776 -2.7910
H 4.1172 1.3392 -2.3787
H 2.6710 0.5578 -3.0131
H 3.5678 0.6872 -0.2455
H 4.2242 -1.3731 -0.4248
H 3.9360 -1.2283 -2.1446
H 2.6780 -3.1262 -1.1676
H 1.6254 -1.9191 -1.9327
H 0.6602 -2.4177 0.0587
H 3.3007 -2.3317 1.2281
H 2.0693 -3.5736 1.3481
H 2.0267 -2.6209 3.4508
H 0.6914 -1.7714 2.6827
H 3.5038 -0.6081 2.6661
H 2.4954 -0.4519 4.0922
H 0.9427 0.7367 2.9191
H 3.5586 1.6281 1.9626
H 2.7904 2.1081 3.4713
H 2.4369 3.8475 1.7826
H 0.9154 3.1290 2.3080
H 0.6165 3.0625 0.1323
H 3.4916 2.8706 -0.2494
H 2.4029 4.1521 -0.7356
C -1.7632 3.1439 1.0041
Si -2.2014 2.0971 -0.4998
C -1.6914 2.7229 -2.1879
C -4.0514 1.7660 -0.4854
C -1.2973 0.3471 -0.1916
C -1.7205 -0.8233 -0.0773
H -2.6798 3.5921 1.3922
H -1.1019 3.9820 0.7695
H -1.3291 2.5599 1.8168
H -2.3270 3.5791 -2.4316
H -1.8506 1.9767 -2.9679
H -0.6604 3.0691 -2.2603
H -4.5498 2.7300 -0.3518
H -4.3811 1.1390 0.3456
H -4.4264 1.3816 -1.4383
C -3.6720 -5.1352 0.0259
N -4.1741 -3.9212 -0.6107
C -5.3583 -3.7846 -1.3036
C -5.4574 -2.4919 -1.6892
N -4.3302 -1.8538 -1.2227
C -3.5686 -2.7336 -0.5740
S -2.0405 -2.4567 0.2435
H -4.3240 -5.9668 -0.2229
H -3.6611 -5.0170 1.1093
H -2.6664 -5.3612 -0.3271
H -6.0249 -4.6122 -1.4769
H -6.2284 -1.9840 -2.2419
H -4.1197 -0.8730 -1.3358
*
```

***

> Among the records above, which one has the lowest M?

C4H43NNbO15

***

> What is the electronic energy in the first record?

-1418.2564 hartree